[1]
Molecular formula: C6H13O
Method: DFT, ωB97M-V/def2-TZVPD

## Properties
* charge: -1
* energy relative to the best compared isomer or geometry (same formula, charge and spin): 12.2 kcal per mole
* HOMO-LUMO gap: 5.651 eV
* E_LUMO: 3.57 eV

The geometry in XYZ format:
```
20
C6H13O | the Open Molecules 2025 dataset | ωB97M-V/def2-TZVPD
C -0.39 1.49 -2.14
O 0.23 2.33 -2.97
C 0.53 0.94 -1.00
C 0.01 -0.30 -0.28
C -1.40 -0.17 0.30
C 1.10 -0.80 0.75
C 0.56 -1.23 2.12
H -0.85 0.56 -2.59
H -1.24 1.99 -1.60
H 0.67 1.77 -0.30
H 1.53 0.70 -1.36
H -0.05 -1.15 -0.97
H -1.97 0.43 -0.41
H -1.35 0.21 1.32
H -1.96 -1.10 0.36
H 1.61 -1.68 0.35
H 1.73 0.06 0.91
H 0.32 -0.40 2.78
H -0.34 -1.85 2.01
H 1.28 -1.81 2.70
```

[2]
Molecular formula: C42H85AlN6O10PS
Method: DFT, ωB97M-V/def2-TZVPD

## Properties
* charge: -1
* HOMO-LUMO gap: 5.593 eV
* E_LUMO: 1.37 eV

The geometry in XYZ format:
```
146
C42H85AlN6O10PS | the Open Molecules 2025 dataset | ωB97M-V/def2-TZVPD
C 3.57 -2.14 4.60
C 4.20 -3.51 4.01
C 5.57 -3.21 3.16
C 6.60 -2.27 3.98
Al 5.18 -2.57 1.25
C 6.59 -1.25 0.52
C 6.76 0.06 1.49
O 6.75 1.30 0.74
C 5.87 2.29 1.34
C 4.43 2.36 0.65
O 3.48 3.23 1.39
C 2.29 2.40 1.47
C 1.27 2.38 0.29
C -0.01 1.46 0.32
C -0.33 0.52 1.53
C -1.63 -0.47 1.55
C -1.02 -1.91 1.05
C -2.11 -0.54 3.07
C -2.68 0.17 0.52
C -4.17 -0.41 0.55
C -4.30 -2.01 0.46
C -5.09 0.17 1.77
C -4.90 0.16 -0.80
C 0.71 0.57 2.71
C 1.98 1.48 2.68
C 3.30 -1.74 1.05
C 2.89 -1.46 -0.46
O 2.76 -0.30 -0.96
O 2.59 -2.57 -1.31
P 5.13 -4.54 -0.09
S 5.63 -6.15 0.92
H 3.99 -1.27 3.98
H 3.85 -2.06 5.71
H 2.42 -2.22 4.51
H 4.44 -4.24 4.86
H 3.44 -4.01 3.31
H 6.08 -4.25 3.08
H 7.55 -2.14 3.34
H 6.16 -1.26 4.29
H 6.93 -2.87 4.90
H 6.20 -0.88 -0.49
H 7.59 -1.79 0.34
H 5.92 -0.02 2.26
H 7.79 -0.10 2.01
H 5.74 2.11 2.47
H 6.39 3.31 1.19
H 4.53 2.68 -0.45
H 4.01 1.29 0.65
H 1.46 3.03 -0.63
H -0.66 1.52 -0.62
H -1.75 -2.73 1.45
H -0.91 -1.97 -0.08
H -0.04 -2.07 1.62
H -1.32 -0.90 3.81
H -2.97 -1.30 3.12
H -2.54 0.47 3.44
H -2.28 0.07 -0.54
H -2.74 1.31 0.74
H -5.36 -2.33 0.14
H -3.62 -2.33 -0.43
H -3.93 -2.56 1.38
H -4.99 1.31 1.89
H -4.89 -0.39 2.76
H -6.17 -0.12 1.47
H -5.24 1.25 -0.59
H -4.15 0.27 -1.67
H -5.81 -0.47 -1.06
H 0.61 -0.09 3.65
H 2.73 1.46 3.55
H 2.56 -2.50 1.49
H 3.24 -0.79 1.68
H 2.99 -2.32 -2.18
H 3.77 -4.76 -0.55
H 6.04 -4.40 -1.21
C 3.51 -5.98 7.46
C 3.86 -4.53 7.69
O 4.86 -4.02 7.22
N 3.00 -3.79 8.45
C 1.77 -4.21 9.08
H 4.28 -6.44 6.84
H 3.47 -6.50 8.42
H 2.56 -6.06 6.94
H 3.29 -2.83 8.56
H 0.95 -3.60 8.69
H 1.86 -4.05 10.15
H 1.56 -5.26 8.89
C -1.15 5.01 -3.89
C -0.07 4.04 -3.50
O -0.16 3.32 -2.51
N 1.04 3.98 -4.28
C 1.33 4.75 -5.47
H -1.97 4.94 -3.17
H -0.76 6.03 -3.88
H -1.54 4.76 -4.88
H 1.73 3.31 -3.96
H 1.48 4.05 -6.30
H 2.25 5.32 -5.30
H 0.52 5.44 -5.72
C -9.62 1.39 -0.16
C -9.15 0.24 0.69
O -8.24 -0.50 0.34
N -9.77 0.04 1.89
C -10.86 0.81 2.47
H -9.04 1.43 -1.08
H -10.67 1.26 -0.42
H -9.48 2.33 0.38
H -9.41 -0.75 2.40
H -10.52 1.20 3.43
H -11.70 0.14 2.63
H -11.17 1.63 1.82
C 3.13 0.86 -6.34
C 2.93 0.97 -4.86
O 2.97 2.05 -4.27
N 2.70 -0.17 -4.16
C 2.62 -1.52 -4.68
H 3.31 1.85 -6.76
H 4.00 0.24 -6.55
H 2.24 0.44 -6.81
H 2.57 -0.03 -3.17
H 1.63 -1.92 -4.44
H 3.39 -2.12 -4.19
H 2.77 -1.56 -5.76
C -13.79 1.56 -2.21
C -12.98 2.50 -1.35
O -12.39 2.12 -0.35
N -12.94 3.81 -1.72
C -13.57 4.44 -2.86
H -13.74 0.56 -1.80
H -14.83 1.88 -2.23
H -13.38 1.55 -3.23
H -12.38 4.38 -1.10
H -12.79 4.89 -3.48
H -14.24 5.23 -2.49
H -14.14 3.74 -3.45
C 7.11 0.50 -5.37
C 6.92 0.37 -6.86
O 6.26 -0.54 -7.36
N 7.51 1.30 -7.66
C 8.32 2.43 -7.26
H 6.59 -0.31 -4.86
H 8.17 0.43 -5.13
H 6.70 1.45 -5.03
H 7.34 1.15 -8.64
H 7.84 3.34 -7.63
H 9.30 2.33 -7.73
H 8.44 2.49 -6.18
```

[3]
Molecular formula: C43H43N4P2RuS4SbSi
Method: DFT, ωB97M-V/def2-TZVPD

## Properties
* charge: -1
* energy relative to the best compared isomer or geometry (same formula, charge and spin): 0.0 kcal per mole
* HOMO-LUMO gap (spin up / spin down): 6.477 / 5.749 eV
* E_LUMO (spin up / spin down): 2.07 / 1.37 eV
* multiplicity: 2

The geometry in XYZ format:
```
99
C43H43N4P2RuS4SbSi | the Open Molecules 2025 dataset | ωB97M-V/def2-TZVPD
Ru -0.30 1.02 -0.08
C -1.20 -0.28 3.45
Si -1.11 -0.49 1.57
C -2.92 -0.87 1.13
C -3.92 -1.26 2.02
C -5.24 -1.38 1.60
C -5.58 -1.11 0.29
C -4.60 -0.75 -0.63
C -3.28 -0.63 -0.21
P -1.85 -0.33 -1.32
C -1.64 -2.14 -1.80
C -1.27 -2.53 -3.09
C -1.16 -3.86 -3.45
C -1.45 -4.86 -2.54
C -1.88 -4.50 -1.27
C -1.99 -3.16 -0.92
C -2.61 0.21 -2.91
C -2.45 1.52 -3.34
C -3.07 1.98 -4.49
C -3.86 1.13 -5.24
C -4.04 -0.18 -4.82
C -3.43 -0.64 -3.67
C -0.14 -2.14 1.32
C -0.47 -3.34 1.96
C 0.16 -4.53 1.64
C 1.15 -4.56 0.67
C 1.54 -3.38 0.05
C 0.89 -2.18 0.37
P 1.53 -0.54 -0.02
C 3.21 -0.83 0.69
C 4.31 -1.12 -0.13
C 5.52 -1.53 0.43
C 5.65 -1.67 1.80
C 4.56 -1.41 2.61
C 3.35 -1.01 2.06
C 1.99 -0.06 -1.71
C 2.84 1.05 -1.82
C 3.08 1.65 -3.04
C 2.46 1.17 -4.19
C 1.61 0.08 -4.09
C 1.38 -0.52 -2.86
H -1.58 -1.22 3.87
H -1.92 0.51 3.69
H -0.26 -0.06 3.96
H -3.67 -1.44 3.06
H -6.01 -1.66 2.31
H -6.61 -1.17 -0.03
H -4.87 -0.52 -1.65
H -1.13 -1.79 -3.87
H -0.87 -4.10 -4.47
H -1.36 -5.91 -2.82
H -2.15 -5.25 -0.54
H -2.36 -2.93 0.07
H -1.81 2.19 -2.78
H -2.94 3.02 -4.76
H -4.34 1.49 -6.14
H -4.67 -0.85 -5.39
H -3.61 -1.66 -3.36
H -1.26 -3.34 2.71
H -0.13 -5.45 2.15
H 1.63 -5.49 0.41
H 2.36 -3.38 -0.66
H 4.24 -1.02 -1.20
H 6.36 -1.74 -0.23
H 6.59 -1.98 2.23
H 4.64 -1.53 3.69
H 2.51 -0.86 2.72
H 3.30 1.47 -0.93
H 3.72 2.52 -3.08
H 2.62 1.65 -5.14
H 1.09 -0.30 -4.97
H 0.70 -1.35 -2.79
S -1.22 5.90 0.72
Sb -1.78 4.18 -0.67
S -2.34 2.11 0.50
S 0.12 3.02 -1.57
S -3.39 4.60 -2.20
C 1.78 1.59 2.40
N 2.47 2.24 3.51
C 3.24 3.35 2.94
N 2.38 4.29 2.22
C 1.68 3.60 1.14
N 0.86 2.46 1.66
C -0.11 3.04 2.64
N 0.57 3.73 3.73
C 1.46 2.80 4.41
C 1.38 4.82 3.16
H 1.23 0.72 2.76
H 2.55 1.26 1.69
H 3.98 2.95 2.25
H 3.75 3.88 3.75
H 2.40 3.20 0.42
H 1.03 4.30 0.63
H -0.71 2.23 3.05
H -0.75 3.74 2.12
H 0.86 1.98 4.83
H 1.97 3.31 5.23
H 1.88 5.35 3.96
H 0.72 5.49 2.62
```